No. 1
{
  "formula": "C39H74FN10O3PS3",
  "method": "wB97M-V/def2-TZVPD",
  "species": ["C", "C", "C", "C", "C", "C", "C", "N", "C", "N", "C", "C", "C", "S", "C", "S", "N", "C", "C", "N", "C", "P", "N", "N", "C", "C", "C", "C", "C", "S", "C", "N", "N", "C", "O", "C", "C", "C", "C", "F", "C", "O", "O", "H", "H", "H", "H", "H", "H", "H", "H", "H", "H", "H", "H", "H", "H", "H", "H", "H", "H", "H", "H", "H", "H", "H", "H", "H", "H", "H", "H", "H", "H", "H", "H", "H", "H", "H", "H", "H", "H", "H", "H", "H", "H", "H", "H", "C", "C", "N", "C", "C", "C", "C", "H", "H", "H", "H", "H", "H", "H", "H", "H", "H", "H", "H", "H", "H", "H", "C", "C", "N", "C", "C", "C", "C", "H", "H", "H", "H", "H", "H", "H", "H", "H", "H", "H", "H", "H", "H", "H"],
  "positions_angstrom": [[-0.3149, 0.4490, 7.0204], [-0.4658, -0.4402, 5.6825], [-1.1227, 0.3718, 4.4468], [-0.0474, 1.4439, 3.8793], [-0.7512, 2.6324, 3.0223], [-1.0955, 2.1331, 1.5218], [-0.8074, 3.2963, 0.4058], [-1.9409, 3.2372, -0.5676], [-2.5944, 4.4846, -0.9359], [-3.1641, 5.4411, -0.2001], [-3.7609, 6.7141, -0.7650], [-2.7798, 7.8974, -0.2227], [-1.2803, 7.6382, -0.7936], [-0.0214, 7.2876, 0.5226], [-0.3252, 8.3132, 2.0214], [-0.6995, 9.9553, 1.9130], [-0.1900, 7.5973, 3.3262], [-1.1532, 7.3957, 4.3766], [-0.3466, 6.5294, 5.4048], [0.9898, 6.3438, 4.8419], [1.1179, 6.9927, 3.5757], [-3.2616, 5.2736, 1.5753], [-4.7701, 5.5413, 2.1072], [-2.5123, 4.5173, -2.4218], [-2.8585, 3.0611, -2.7124], [-3.0181, 2.6006, -4.2303], [-4.6082, 2.4160, -4.5443], [-5.2718, 1.2722, -3.5861], [-6.2918, 1.9235, -2.4988], [-7.6016, 0.7069, -1.9471], [-9.0429, 1.6188, -1.2769], [-9.6088, 2.8938, -1.6595], [-10.7075, 3.2691, -0.9500], [-10.9654, 2.2100, 0.0201], [-9.9417, 1.2554, -0.2255], [-1.6632, 2.4206, -1.8138], [-1.7623, 0.8190, -1.5674], [-0.3325, 0.1149, -1.3958], [-0.4463, -1.4110, -0.8371], [0.2976, -1.5551, 0.3904], [-0.3717, 2.8591, -2.6934], [0.0413, 2.1691, -3.6966], [0.3918, 3.9896, -2.3748], [-1.2995, 0.9644, 7.3333], [0.0114, -0.1793, 7.9361], [0.5183, 1.2279, 6.8718], [-1.0285, -1.4074, 5.9349], [0.6119, -0.6893, 5.3400], [-1.3088, -0.4242, 3.6263], [-2.1350, 0.8401, 4.6882], [0.5488, 1.9315, 4.7348], [0.6305, 0.8599, 3.1537], [-0.1149, 3.6002, 3.0279], [-1.7172, 2.9189, 3.5953], [-2.2436, 1.9815, 1.4976], [-0.6269, 1.1315, 1.2458], [0.2155, 3.0530, -0.0336], [-0.7126, 4.3240, 0.9136], [-3.7016, 6.7699, -1.9009], [-4.8482, 6.8647, -0.4632], [-3.1456, 8.8565, -0.7191], [-2.8240, 8.0157, 0.9100], [-1.2263, 6.7603, -1.5364], [-0.9416, 8.5639, -1.3985], [-2.2191, 7.7812, 4.4149], [-0.7668, 6.1218, 6.3842], [2.0110, 7.0258, 2.8556], [-2.9048, 3.9680, 2.0431], [-2.4479, 6.2865, 2.2233], [-5.4044, 5.7287, 1.3173], [-3.3025, 4.9735, -2.9069], [-3.7527, 2.8965, -2.0185], [-2.5542, 3.3866, -4.9361], [-2.5227, 1.5849, -4.4643], [-5.1298, 3.4018, -4.2625], [-4.7261, 2.1274, -5.6402], [-5.7471, 0.4199, -4.1829], [-4.3751, 0.8080, -3.0195], [-6.7360, 2.9089, -2.9088], [-5.7263, 2.2263, -1.5411], [-11.8036, 2.1607, 0.7890], [-2.4828, 0.6458, -0.6971], [-2.2281, 0.3812, -2.5279], [0.2271, 0.0122, -2.4011], [0.3323, 0.7591, -0.7065], [-1.5391, -1.7426, -0.7738], [0.0540, -2.1265, -1.5959], [3.4515, -7.5745, -3.9619], [2.7298, -6.2779, -4.3115], [1.9650, -5.7150, -3.2044], [1.0537, -4.6494, -3.6131], [1.6698, -3.3677, -4.1706], [2.7046, -5.4650, -1.9705], [3.9176, -4.5388, -2.0428], [2.7563, -8.3190, -3.5648], [3.9150, -7.9939, -4.8590], [4.2473, -7.4147, -3.2298], [2.0414, -6.5088, -5.1319], [3.4604, -5.5612, -4.7081], [0.3994, -4.3892, -2.7724], [0.3775, -5.0572, -4.3745], [2.1132, -2.7572, -3.3829], [0.8893, -2.7605, -4.6396], [2.4280, -3.5647, -4.9310], [3.0396, -6.4302, -1.5732], [2.0172, -5.0879, -1.2062], [4.5589, -4.7516, -2.9005], [4.5260, -4.6627, -1.1428], [3.6207, -3.4896, -2.0822], [7.8062, -5.8292, 3.1551], [6.7263, -6.6028, 2.4072], [7.0324, -6.8253, 0.9985], [5.8880, -7.3020, 0.2259], [5.3178, -8.6744, 0.5791], [8.3003, -7.4895, 0.7106], [8.5371, -8.8685, 1.3253], [8.0259, -4.8792, 2.6608], [7.4671, -5.6078, 4.1707], [8.7337, -6.4009, 3.2401], [5.8064, -6.0118, 2.4771], [6.5342, -7.5451, 2.9363], [6.1402, -7.2895, -0.8410], [5.0814, -6.5657, 0.3290], [5.9588, -9.4820, 0.2237], [4.3468, -8.8037, 0.0910], [5.1604, -8.7976, 1.6526], [9.1119, -6.8299, 1.0377], [8.4350, -7.5582, -0.3737], [8.2487, -8.9147, 2.3773], [9.6004, -9.1167, 1.2680], [8.0003, -9.6484, 0.7830]],
  "lumo_energy_ha": -0.06568,
  "total_charge": 0,
  "e_tot_ev": -107182.970,
  "max_force_ev_per_a": 7.7,
  "e_homo_ev": -7.7
}

---

No. 2
{
  "formula": "C9H14",
  "method": "wB97M-V/def2-TZVPD",
  "species": ["C", "C", "C", "C", "C", "C", "C", "H", "H", "H", "H", "H", "H", "H", "H", "C", "C", "H", "H", "H", "H", "H", "H"],
  "positions_angstrom": [[-3.1413, 0.5673, -0.2374], [0.3523, -0.8529, 0.5912], [-0.7938, -0.4983, -0.2153], [0.5033, -0.2578, 1.8616], [-1.8006, 0.2660, 0.3447], [-0.5784, 0.4264, 2.4570], [-1.7006, 0.7082, 1.7279], [1.0350, -1.6001, 0.2527], [-0.8653, -1.0123, -1.1701], [1.4686, -0.3142, 2.3960], [-0.5576, 0.6406, 3.5217], [-3.6566, -0.3419, -0.4145], [-3.1057, 0.8050, -1.3075], [-2.6595, 1.0123, 2.1627], [-3.7448, 1.2413, 0.3546], [3.2449, -0.4896, -1.8438], [2.8757, 0.2460, -3.1267], [4.1169, -0.1990, -1.2239], [2.3409, -0.4263, -1.1485], [3.4534, -1.6050, -2.0689], [3.2610, -0.2314, -4.1096], [1.8598, 0.1066, -3.3977], [3.2838, 1.2325, -3.2019]],
  "lumo_energy_ha": 0.03708,
  "total_charge": 0,
  "e_tot_ev": -9558.772,
  "smiles": "Cc1ccccc1.CC",
  "max_force_ev_per_a": 3.4,
  "e_homo_ev": -8.8,
  "de_lowest_kj_mol": 136.0
}

---

No. 3
{
  "formula": "C2H7N2O2PS",
  "method": "wB97M-V/def2-TZVPD",
  "species": ["C", "C", "N", "N", "O", "O", "P", "S", "H", "H", "H", "H", "H", "H", "H"],
  "positions_angstrom": [[1.0971, -0.7254, 0.6549], [2.0795, -1.2129, -0.2806], [0.6003, -0.9726, 1.7096], [-1.7780, -0.3309, -0.7626], [-1.1568, 2.3101, -0.7209], [0.4926, 0.6556, -0.2058], [-1.0919, 0.9165, 0.0907], [-1.7511, 1.1328, 1.8738], [1.5296, -1.3486, -1.2453], [2.8854, -0.3363, -0.5594], [2.6094, -2.0817, 0.1036], [-0.2908, -0.4025, 1.9471], [-1.3439, -0.4777, -1.6516], [-2.8233, -0.1451, -0.9093], [-1.0582, 3.0189, -0.0442]],
  "lumo_energy_ha": [0.02004, -0.12874],
  "total_charge": 0,
  "s_squared": 2.013,
  "e_tot_ev": -29382.479,
  "max_force_ev_per_a": 11.9,
  "e_homo_ev": [-4.7, -9.9],
  "multiplicity": 3,
  "de_lowest_kj_mol": 0.0
}

---

No. 4
{
  "formula": "C5H15N2O",
  "method": "wB97M-V/def2-TZVPD",
  "species": ["N", "C", "C", "C", "O", "C", "N", "C", "H", "H", "H", "H", "H", "H", "H", "H", "H", "H", "H", "H", "H", "H", "H"],
  "positions_angstrom": [[-2.0076, 0.1274, -0.2140], [-0.5703, 0.1785, 0.2490], [-0.5201, -0.3305, 1.6628], [0.8041, -0.2847, 2.4736], [1.9889, -0.3498, 1.7093], [0.3405, -0.4427, -0.8164], [-0.1491, -0.1331, -2.1713], [0.3638, 1.1496, -2.6548], [-2.0667, 0.3839, -1.2088], [-2.6201, 0.8509, 0.3667], [-2.3789, -0.8403, -0.1344], [-0.3560, 1.2598, 0.2974], [-1.2837, 0.0594, 2.3297], [-0.8017, -1.4074, 1.6383], [0.8288, -1.1616, 3.1347], [0.8656, 0.6830, 2.9667], [2.1338, -1.1418, 1.2074], [1.3284, -0.0134, -0.6276], [0.3119, -1.5371, -0.7538], [0.1768, -0.8408, -2.8182], [1.3513, 1.1100, -3.1015], [-0.4222, 1.5653, -3.3263], [0.1645, 1.9713, -1.9582]],
  "lumo_energy_ha": [0.02338, 0.01902],
  "total_charge": 0,
  "s_squared": 0.751,
  "e_tot_ev": -10451.741,
  "max_force_ev_per_a": 2.7,
  "e_homo_ev": [-3.3, -9.7],
  "multiplicity": 2,
  "de_lowest_kj_mol": 219.7
}

---

No. 5
{
  "formula": "C8H24O4",
  "method": "wB97M-V/def2-TZVPD",
  "species": ["C", "C", "C", "O", "H", "H", "H", "H", "H", "H", "H", "H", "C", "C", "C", "O", "H", "H", "H", "H", "H", "H", "H", "H", "C", "O", "H", "H", "H", "H", "C", "O", "H", "H", "H", "H"],
  "positions_angstrom": [[1.1505, 2.1926, 2.3345], [0.8524, 1.1311, 1.3180], [0.5100, -0.2005, 1.9655], [-0.2519, 1.5998, 0.5580], [1.8917, 1.7673, 3.0111], [0.3201, 2.5823, 2.9235], [1.7691, 2.9425, 1.8415], [1.6166, 0.9532, 0.5613], [-0.0707, -0.8871, 1.3495], [-0.1308, -0.1466, 2.8456], [1.3976, -0.7467, 2.2848], [-0.9818, 1.2977, 1.1036], [1.4255, -1.6537, -2.2091], [0.8676, -2.8587, -1.4408], [-0.4709, -3.4679, -1.8360], [1.8123, -3.9143, -1.4452], [0.8038, -0.7613, -2.1361], [1.3267, -1.9904, -3.2410], [2.4578, -1.4026, -1.9654], [0.8202, -2.4705, -0.4234], [-1.2883, -2.9089, -1.3804], [-0.6777, -4.4472, -1.4044], [-0.6109, -3.5400, -2.9146], [1.8102, -4.2052, -2.3600], [1.4775, 3.0698, -1.9129], [0.0852, 2.7285, -2.0561], [1.8543, 3.5329, -2.8249], [1.5712, 3.7704, -1.0831], [2.1357, 2.2375, -1.6635], [-0.2515, 2.3724, -1.2306], [-3.9953, 0.9095, 1.8755], [-3.0201, -0.0920, 2.3605], [-4.0154, 0.9230, 0.7858], [-5.0286, 0.6757, 2.1321], [-3.7196, 1.9072, 2.2169], [-3.4427, -0.9000, 2.0600]],
  "lumo_energy_ha": [-0.10581, -0.36586],
  "total_charge": 1,
  "s_squared": 0.755,
  "e_tot_ev": -16863.523,
  "max_force_ev_per_a": 2.6,
  "e_homo_ev": [-12.6, -12.6],
  "multiplicity": 2,
  "de_lowest_kj_mol": 170.0
}

---

No. 6
{
  "formula": "C2H6ClFN2O2S",
  "method": "wB97M-V/def2-TZVPD",
  "species": ["C", "C", "N", "N", "O", "O", "F", "S", "Cl", "H", "H", "H", "H", "H", "H"],
  "positions_angstrom": [[-0.3973, -1.4932, 0.5190], [0.3571, -0.2117, 0.8028], [-0.5664, -1.7768, -0.8548], [-0.8778, 1.9172, 0.3965], [0.0259, 0.9593, -1.5657], [1.6374, 2.0268, 0.0812], [0.5484, 0.0975, 2.0059], [0.5153, 1.2286, -0.2605], [3.1100, -0.4265, -0.6291], [-1.3512, -1.3043, 0.9381], [0.1950, -2.2897, 0.9078], [-0.9391, -1.0063, -1.4769], [0.1938, -2.2914, -1.3822], [-0.8511, 2.7167, 0.9401], [-1.5999, 1.8539, -0.4222]],
  "lumo_energy_ha": [-0.06694, -0.10733],
  "total_charge": 0,
  "e_tot_ev": -35317.156,
  "max_force_ev_per_a": 4.6,
  "e_homo_ev": [-9.7, -9.0],
  "de_lowest_kj_mol": 243.3
}